Entry 1:
Computed, not measured: C29H27Br4GaN5O2 as an isolated structure, with ωB97M-V with the def2-TZVPD basis set.

Summary:
LUMO level = -3.23 eV
HOMO-LUMO gap = 0.253 hartree

```
! wB97M-V def2-TZVPD RIJCOSX def2/J DEFGRID3
* xyz 1 1
Ga -0.340 0.609 0.474
Br 5.395 -2.942 1.117
C 3.730 -2.300 0.494
C 3.035 -3.002 -0.487
Br 3.742 -4.592 -1.230
C 1.794 -2.527 -0.905
Br 0.777 -3.430 -2.217
C 1.256 -1.366 -0.388
O 0.046 -0.897 -0.728
C 1.991 -0.616 0.549
O 1.479 0.532 0.961
C 3.200 -1.117 1.008
Br 4.069 -0.144 2.375
N -0.747 2.100 2.077
C -0.186 1.533 3.257
C 0.393 2.264 4.261
C 0.939 1.620 5.382
C 0.914 0.258 5.486
C 0.357 -0.528 4.455
C 0.333 -1.938 4.460
C -0.219 -2.605 3.395
C -0.694 -1.879 2.297
N -0.685 -0.564 2.259
C -0.194 0.122 3.322
H -1.766 2.171 2.140
H -0.384 3.038 1.904
H 0.440 3.342 4.191
H 1.381 2.218 6.163
H 1.335 -0.232 6.348
H 0.755 -2.473 5.297
H -0.273 -3.680 3.372
H -1.081 -2.394 1.425
N -0.125 -0.674 -5.517
C -1.570 -0.487 -5.426
C -1.937 -0.832 -3.977
N -0.898 -0.189 -3.154
H 0.246 -0.290 -6.379
H 0.116 -1.663 -5.494
H -0.081 -0.199 -3.827
H -2.160 -1.090 -6.124
H -1.793 0.566 -5.625
H -1.869 -1.910 -3.832
H -2.936 -0.496 -3.704
H -1.122 0.780 -2.899
H -0.647 -0.692 -2.268
C 0.661 4.862 -2.689
C -0.529 4.391 -3.215
C -1.192 3.327 -2.629
C -0.701 2.747 -1.452
C 0.532 3.194 -0.974
C 1.204 4.234 -1.580
N -1.346 1.698 -0.782
C -2.734 1.559 -0.775
C -3.264 0.323 -0.400
C -4.627 0.110 -0.376
C -5.494 1.124 -0.749
C -4.982 2.364 -1.090
C -3.620 2.594 -1.075
H 1.163 5.701 -3.140
H -0.950 4.862 -4.090
H -2.105 2.962 -3.078
H 0.972 2.705 -0.107
H 2.145 4.562 -1.166
H -2.570 -0.473 -0.121
H -5.022 -0.849 -0.076
H -6.558 0.953 -0.745
H -5.643 3.170 -1.359
H -3.237 3.580 -1.280
*
```


Entry 2:
Computed, not measured: C29H27Cl3N4O2SiTa as an isolated structure in a non-equilibrium geometry, with ωB97M-V with the def2-TZVPD basis set.

Summary:
LUMO level = -4.63 eV
HOMO-LUMO gap = 0.223 hartree

```
! wB97M-V def2-TZVPD RIJCOSX def2/J DEFGRID3
* xyz 1 1
Ta -0.468 -0.014 -0.091
O -0.534 1.617 0.726
C 0.068 2.636 1.299
C -0.419 3.941 1.164
C 0.235 5.002 1.754
C 1.377 4.786 2.522
C 1.869 3.511 2.678
C 1.243 2.412 2.068
C 1.691 1.081 2.329
N 1.232 0.051 1.695
N 1.477 -1.179 2.164
C 0.593 -2.045 1.757
O -0.344 -1.652 0.933
C 0.587 -3.422 2.241
C -0.417 -4.289 1.797
C -0.487 -5.578 2.288
C 0.459 -6.025 3.199
C 1.485 -5.186 3.609
C 1.543 -3.885 3.147
H -1.302 4.093 0.565
H -0.146 6.002 1.622
H 1.869 5.619 2.997
H 2.758 3.339 3.263
H 2.376 0.928 3.162
H -1.132 -3.936 1.069
H -1.278 -6.235 1.958
H 0.396 -7.032 3.585
H 2.237 -5.554 4.293
H 2.310 -3.205 3.480
C 4.183 1.963 -1.240
C 3.885 1.120 -2.482
C 3.904 -0.350 -2.142
C 5.141 -0.976 -2.189
C 5.302 -2.291 -1.802
C 4.210 -2.994 -1.340
C 2.943 -2.424 -1.302
C 1.810 -3.300 -0.839
C 1.566 -4.488 -1.773
C 2.783 -1.092 -1.705
N 1.511 -0.455 -1.706
C 1.151 0.079 -2.838
C 0.090 0.997 -2.930
C -0.294 1.847 -3.975
C -1.271 2.689 -3.454
C -1.452 2.316 -2.131
N -0.638 1.294 -1.796
H 4.213 3.016 -1.513
H 5.142 1.689 -0.806
H 3.410 1.823 -0.485
H 4.662 1.307 -3.228
H 2.935 1.451 -2.901
H 5.991 -0.415 -2.547
H 6.269 -2.765 -1.854
H 4.329 -4.013 -1.008
H 0.887 -2.729 -0.757
H 2.063 -3.687 0.152
H 1.335 -4.147 -2.779
H 0.732 -5.082 -1.407
H 2.442 -5.128 -1.814
H 1.695 -0.159 -3.754
H 0.113 1.857 -4.967
H -1.785 3.474 -3.970
H -2.134 2.731 -1.410
Cl -1.469 -1.574 -1.654
Si -3.064 -0.529 0.214
Cl -4.112 0.473 -1.156
Cl -3.940 -2.265 0.672
*
```


Entry 3:
Computed, not measured: C29H27N4O3RhS4 as an isolated structure, with ωB97M-V with the def2-TZVPD basis set.

Summary:
LUMO level = -1.25 eV
HOMO-LUMO gap = 0.237 hartree

```
! wB97M-V def2-TZVPD RIJCOSX def2/J DEFGRID3
* xyz 0 1
Rh -0.165 0.392 0.814
C -0.026 -3.261 3.339
C -0.532 -2.112 2.511
N 0.327 -1.316 1.919
N 1.665 -1.602 2.109
C 2.458 -0.633 1.803
S 2.008 0.930 1.184
S 4.185 -0.798 2.024
C 4.376 -2.528 2.565
C 4.509 -3.507 1.433
C 5.773 -3.848 0.962
C 5.922 -4.730 -0.097
C 4.803 -5.283 -0.700
C 3.540 -4.952 -0.235
C 3.392 -4.071 0.824
C -1.973 -1.908 2.430
C -2.787 -2.646 3.319
C -4.150 -2.504 3.382
C -4.778 -1.592 2.530
C -4.040 -0.870 1.633
C -2.632 -1.010 1.527
O -2.056 -0.339 0.579
H 1.034 -3.413 3.176
H -0.574 -4.167 3.090
H -0.185 -3.053 4.399
H 3.544 -2.765 3.225
H 5.291 -2.517 3.157
H 6.651 -3.415 1.428
H 6.913 -4.986 -0.449
H 4.915 -5.973 -1.527
H 2.661 -5.379 -0.703
H 2.406 -3.807 1.181
H -2.324 -3.348 3.995
H -4.725 -3.088 4.086
H -5.850 -1.449 2.582
H -4.508 -0.161 0.962
C -3.861 1.489 -2.866
C -3.716 2.353 -1.663
C -4.587 3.337 -1.276
C -4.290 4.053 -0.102
N -3.210 3.813 0.619
C -2.373 2.849 0.226
S -0.973 2.547 1.150
N -2.628 2.142 -0.899
C -5.210 5.115 0.404
H -4.774 1.730 -3.404
H -3.880 0.440 -2.567
H -3.005 1.624 -3.528
H -5.471 3.551 -1.857
H -1.973 1.375 -1.151
H -5.908 5.447 -0.362
H -4.629 5.959 0.772
H -5.778 4.718 1.247
O 3.585 4.336 -5.525
C 3.323 4.507 -4.208
O 3.733 5.482 -3.642
C 2.507 3.451 -3.542
C 1.877 3.780 -2.345
C 1.103 2.854 -1.674
C 0.960 1.561 -2.175
S -0.038 0.301 -1.449
C 1.611 1.220 -3.362
C 2.369 2.157 -4.040
H 3.118 3.562 -5.860
H 2.009 4.778 -1.949
H 0.621 3.128 -0.748
H 1.535 0.209 -3.741
H 2.885 1.840 -4.939
*
```


Entry 4:
Computed, not measured: a 2-piece molecular cluster, C29H27N4O4S2 overall in a non-equilibrium geometry, with ωB97M-V with the def2-TZVPD basis set.

Summary:
LUMO level = 2.45 eV
HOMO-LUMO gap = 0.251 hartree

```
! wB97M-V def2-TZVPD RIJCOSX def2/J DEFGRID3
* xyz -1 1
C 4.505 4.616 -0.010
N 3.441 4.628 0.970
C 3.882 5.057 2.281
C 2.340 3.833 0.791
C 2.255 2.977 -0.333
C 1.227 2.056 -0.450
C 0.226 1.951 0.534
C -0.849 0.973 0.424
C -1.366 0.346 1.534
C -2.767 -0.164 1.565
O -3.696 0.365 0.970
N -2.946 -1.325 2.349
C -4.215 -2.031 2.269
C -1.885 -2.043 2.869
S -1.887 -3.691 3.072
N -0.828 -1.244 3.289
C 0.292 -1.907 3.951
C -0.460 -0.052 2.636
O 0.595 0.520 2.909
C 0.298 2.835 1.642
C 1.307 3.763 1.765
H 4.111 4.701 -1.026
H 5.173 5.459 0.181
H 5.093 3.688 0.057
H 3.052 5.079 2.989
H 4.658 4.372 2.671
H 4.326 6.060 2.198
H 3.042 2.980 -1.087
H 1.201 1.365 -1.292
H -1.392 0.915 -0.521
H -4.271 -2.673 3.149
H -5.041 -1.319 2.249
H -4.249 -2.669 1.378
H 0.917 -1.145 4.426
H -0.119 -2.614 4.672
H 0.882 -2.465 3.205
H -0.469 2.784 2.418
H 1.324 4.411 2.640
C -1.292 -6.331 -0.558
C -2.101 -5.615 -1.448
C -1.892 -4.246 -1.650
C -0.837 -3.613 -0.967
S -0.919 -1.858 -0.583
C -0.057 -0.595 -1.394
C -0.325 -0.087 -2.726
C 0.655 -0.247 -3.747
C 0.706 0.631 -4.819
C -0.221 1.686 -4.904
C -0.109 2.656 -5.962
N -0.066 3.409 -6.860
C -1.293 1.750 -4.000
C -1.404 0.806 -2.981
O -2.354 -1.611 -0.593
O -0.173 -1.877 0.687
C 0.093 -4.369 -0.243
C -0.167 -5.712 0.004
H -1.518 -7.371 -0.318
H -2.915 -6.112 -1.978
H -2.507 -3.661 -2.327
H 0.990 -0.661 -1.073
H 1.386 -1.051 -3.649
H 1.462 0.508 -5.604
H -2.053 2.532 -4.115
H -2.293 0.794 -2.346
H 0.974 -3.882 0.166
H 0.526 -6.262 0.651
*
```